Below is a structure of composition C14H33AlBr3ClInMgNO9PS at a distorted geometry, with properties calculated with ωB97M-V/def2-TZVPD.

Properties
* orbital gap: 0.0477 Eh
* highest occupied orbital energy: -8.47 eV
* total charge: +1
* energy: -10838.623069 hartree

Each line ends with the Löwdin charge.
Element x y z (Å)
C (5.1961, -3.5379, 0.0259)  -0.291
O (5.2995, -2.0928, -0.2527)  -0.204
C (3.9800, -1.4394, -0.2858)  -0.217
C (3.2675, -1.4472, -1.7653)  -0.241
C (2.6350, -2.8947, -2.2111)  -0.284
In (0.3379, -2.8331, -2.4390)  0.653
C (-0.6821, -2.5656, -0.3844)  -0.254
C (-1.6525, -1.2445, -0.3188)  -0.637
O (-1.9823, -0.5983, -1.4406)  -0.242
Br (-2.3604, -0.5143, 1.4392)  0.511
P (-0.2721, -5.2139, -3.1614)  0.610
N (-0.2021, -6.2547, -1.8854)  -0.530
H (5.1997, -4.0743, -1.0397)  0.125
H (6.0802, -3.9712, 0.6592)  -0.125
H (4.1390, -3.8184, 0.4973)  0.058
H (3.2044, -1.8488, 0.4889)  0.127
H (4.1718, -0.3003, 0.0154)  0.143
H (3.9900, -1.1010, -2.6480)  0.134
H (2.3777, -0.6522, -1.7435)  0.103
H (3.1580, -3.2965, -3.2064)  0.069
H (2.8169, -3.7631, -1.4124)  0.051
H (-0.1495, -1.5835, -3.6320)  -0.214
H (0.1124, -2.5230, 0.4909)  0.068
H (-1.3748, -3.5078, -0.1479)  0.075
H (-1.6385, -5.3210, -3.6813)  -0.022
H (0.7277, -5.6282, -4.1089)  -0.027
H (0.5627, -6.9731, -2.0575)  -0.189
C (3.3793, 5.4154, 3.2480)  -0.088
O (2.1605, 4.8464, 3.6965)  -0.193
C (1.0921, 5.7932, 3.7321)  -0.189
C (-0.2485, 5.0981, 3.4752)  -0.267
O (-0.4601, 4.7485, 2.1000)  -0.260
C (0.3284, 3.6610, 1.5981)  -0.136
C (-0.0818, 2.2955, 2.1590)  -0.201
O (0.3926, 2.1390, 3.4962)  -0.204
C (-0.4158, 1.2680, 4.2661)  -0.102
H (3.7437, 6.1457, 3.9749)  0.095
H (4.1146, 4.6134, 3.1440)  0.098
H (3.2498, 5.8880, 2.2701)  0.090
H (1.2414, 6.5807, 2.9833)  0.119
H (1.0882, 6.2455, 4.7272)  0.139
H (-1.0449, 5.8117, 3.7187)  -0.088
H (-0.3971, 4.2380, 4.1285)  0.141
H (1.3940, 3.8543, 1.7286)  0.126
H (0.1458, 3.6452, 0.5178)  0.136
H (0.3614, 1.4963, 1.5551)  0.124
H (-1.1752, 2.2092, 2.1244)  0.097
H (-1.4563, 1.6052, 4.2663)  0.089
H (-0.0533, 1.2818, 5.2962)  0.097
H (-0.3484, 0.2473, 3.8784)  0.075
Al (0.7396, -7.5369, -0.0819)  0.859
Br (-4.3604, -1.0781, 2.9122)  -0.112
C (-5.6162, -0.7691, -2.7102)  -0.174
C (-5.1606, 0.5646, -3.2961)  -0.178
O (-5.2154, 0.3892, -4.7100)  -0.203
S (-6.4287, -0.6399, -5.0696)  0.679
O (-7.5890, 0.1412, -5.4367)  -0.230
O (-5.8993, -1.6993, -5.8965)  -0.238
O (-6.6637, -1.2234, -3.5655)  -0.192
H (-4.8090, -1.5082, -2.7382)  0.125
H (-5.9792, -0.6668, -1.6840)  0.140
H (-4.1503, 0.8351, -2.9800)  0.117
H (-5.8532, 1.3697, -3.0286)  0.135
Cl (5.7110, -5.0677, 1.8527)  0.095
Mg (-1.7890, 6.7635, 2.6918)  0.851
Br (-0.8890, -0.0026, -4.1390)  0.379

Atoms 1-3, force components in eV/Å:
C -2.7 1.2 -3.3
O -2.4 -1.1 0.7
C -0.1 1.6 -0.3